Molecular formula: C33H55FIN3O7
Method: DFT, ωB97M-V with the def2-TZVPD basis set

```
100
Properties=species:S:1:pos:R:3:forces:R:3
H 8.318522 -2.067177 -4.032508 0.012 -0.013 0.034
H -2.384093 0.121038 3.629005 -0.099 -0.535 0.056
C -1.397383 -5.522544 3.535083 0.952 0.851 0.345
H 5.406804 1.353992 -1.475168 0.015 -0.068 -0.070
C 2.730292 -1.385331 1.310631 -1.018 -0.022 -0.595
O 1.184283 1.355974 -5.801242 -0.030 -0.146 0.034
H -0.895768 1.898902 3.475396 0.075 -0.111 -0.084
C 8.286721 0.074257 -3.680567 0.455 -0.277 0.469
C -1.599822 -0.578158 3.940405 1.059 0.279 -0.285
H -1.003661 -6.347418 4.138538 -0.218 0.118 -0.053
H -1.449930 -0.321327 4.999639 -0.108 -0.489 -0.134
H -2.355309 -5.840988 3.119334 0.188 0.186 -0.118
C -3.312382 -2.098126 4.683076 -0.195 -0.306 0.507
H -6.176871 5.789960 1.062315 0.006 0.042 -0.118
H 2.575446 3.043932 -3.301582 0.123 -0.010 -0.003
H 8.369872 0.771899 -1.859775 0.023 -0.019 -0.015
C 0.630842 -0.962936 2.633840 -0.326 -1.082 0.162
C 1.870413 0.912825 1.806594 0.328 0.411 -0.224
O 0.952510 -2.678270 5.203208 -0.264 -0.217 -0.327
H 2.248413 -1.772811 0.395961 0.263 -0.068 0.186
H -6.463251 5.339598 -1.474003 0.030 0.081 0.094
H -1.025608 -0.851692 -7.053164 0.007 0.014 -0.032
H -1.196627 2.255917 -6.646387 -0.009 -0.104 -0.070
H -0.052307 0.329840 -7.949776 -0.106 0.059 0.039
H -3.048445 -1.467033 0.427338 -0.112 0.119 0.234
H 4.961131 2.829317 -2.313727 -0.075 0.005 -0.112
H -1.846775 -2.267130 6.805837 0.273 0.110 -0.145
O 2.877478 1.937861 -0.875116 -0.014 -0.271 0.035
H 9.941007 1.333537 -4.267452 -0.040 -0.023 -0.044
C -3.012200 -1.105909 1.465230 -0.446 0.119 0.121
H 1.206597 1.904623 -6.592884 -0.041 -0.029 -0.023
C -1.213565 1.599610 -5.771584 -0.052 0.059 0.226
C -0.043649 0.628116 -5.805947 -0.159 0.297 -0.605
H -2.167570 1.069959 -5.752887 0.000 0.026 -0.025
C -4.362811 -0.435634 1.705863 -0.429 1.336 -1.379
C -2.648799 -2.345296 2.329990 0.917 -0.688 -1.434
C -0.235585 -2.601760 5.346644 1.191 0.515 0.909
H 0.562739 -2.040295 2.738830 0.058 0.156 -0.047
H 5.204915 1.332569 -3.232246 0.049 0.029 0.026
H -0.644885 -5.279743 2.781106 -0.472 -0.114 -0.159
H 3.224020 0.318812 -2.064120 -0.083 0.030 0.200
H -3.710108 -4.190475 3.005850 0.284 0.242 -0.146
H 2.936029 -2.259155 1.935337 0.210 0.282 0.003
C -5.404948 5.065458 -1.503797 0.117 -0.114 -0.176
H 10.365457 0.112129 -3.078783 -0.046 -0.119 -0.001
O 7.858592 0.966270 -2.652456 -0.161 0.160 -0.217
H -2.245251 -0.321302 1.442191 0.112 -0.434 0.344
H 2.726189 1.318428 1.241943 -0.655 -0.258 0.427
N -4.207457 -2.212162 5.408512 0.910 0.212 -0.824
H 1.450742 1.708465 -3.113428 0.025 -0.071 -0.046
H -4.538118 6.400776 0.765511 -0.033 0.008 0.008
H 6.959804 -1.506556 -3.041481 0.002 0.016 -0.060
H -4.786775 -2.877452 2.673978 0.387 0.288 -0.125
O -3.654786 -5.095134 0.744264 -0.225 0.197 -0.113
C 1.710600 -0.447286 1.939026 1.223 -0.376 -0.200
O -5.724271 3.316921 0.126357 0.124 0.091 -0.103
C -4.401336 0.851272 0.851954 0.310 -0.499 0.662
C -0.159920 1.218209 3.044340 -0.774 0.230 0.324
H -6.651127 3.574493 0.185157 0.016 0.057 -0.019
C -4.961593 4.488713 -0.168203 -0.576 0.394 0.000
C 8.019878 -1.361726 -3.255206 -0.221 -0.061 -0.067
I -5.325383 -3.148944 -0.599011 -0.048 0.111 0.154
C -0.104568 -0.266667 -7.034522 0.098 -0.207 0.048
N -1.076116 -3.018554 4.212664 -0.193 0.004 0.542
H 3.624706 -0.854670 0.974652 -0.007 -0.150 0.356
H -4.159447 0.611571 -0.190840 -0.112 0.183 0.186
C -0.758509 -2.162518 6.709187 -1.228 -0.245 0.154
H 0.743985 -0.951880 -7.050839 -0.034 -0.017 0.056
C -0.338812 -0.159984 3.187868 -0.176 0.720 0.010
C 9.762747 0.298694 -3.972069 0.024 0.167 -0.172
H -4.823742 5.951314 -1.764781 -0.035 0.006 -0.003
C 3.344481 1.402503 -2.119329 0.147 0.779 -0.271
H 0.996563 2.819006 2.245565 -0.023 -0.123 0.095
C -1.554906 -4.351959 4.536040 -0.575 -2.089 -0.584
H -5.288661 4.325922 -2.297343 0.061 0.012 0.021
N -0.681587 -3.529388 0.963254 -1.410 0.674 0.497
H -0.335208 -2.808619 7.487116 0.146 0.033 -0.390
H -0.484795 -1.135023 6.969081 0.174 -0.154 -0.370
H 8.566822 -1.601174 -2.338918 0.104 0.026 -0.062
C 4.814806 1.745066 -2.302103 -0.038 -0.174 0.166
H -1.152831 2.240062 -4.890288 -0.004 -0.060 0.025
H -5.230053 -1.018385 1.374582 0.353 -0.341 0.395
H -3.916950 4.178993 -0.231208 -0.064 -0.185 0.039
H -4.813970 5.072601 1.906432 0.052 0.001 -0.036
F -4.610013 -0.046226 3.023405 0.380 -0.382 0.186
C -2.071162 -2.042475 3.774455 -2.128 0.605 0.967
C -5.127442 5.501942 0.953775 0.155 -0.051 0.174
O -2.009939 -4.646980 5.609674 0.228 0.934 0.286
C -1.566631 -3.032412 1.525391 1.146 -0.145 0.154
H -3.664364 1.558362 1.262263 -0.054 -0.170 -0.266
C -4.109415 -4.021270 0.958795 0.744 -0.575 0.705
C 0.906766 1.741544 2.363281 0.466 0.625 -0.261
C -3.849419 -3.336767 2.333616 -1.053 -0.144 -0.294
H 7.697836 0.308996 -4.568953 -0.083 0.133 0.104
H 2.977294 2.895174 -0.915281 0.014 -0.001 -0.068
H 2.821916 1.547556 -4.216046 -0.025 0.019 0.002
H -0.050704 0.013420 -4.904134 0.174 0.078 0.041
H 10.113038 -0.357340 -4.770838 0.025 -0.002 0.030
C 2.503386 1.952188 -3.260127 -0.001 -0.150 0.248
H -5.366034 1.343493 0.920769 0.046 -0.240 -0.107
```
Positions in Å, forces in eV/Å.

The energy above the lowest of the compared OMol25 structures with the same formula, charge and spin comes out at 0.00 kcal per mole. For the strongest force on any atom, the calculation gives 0.0470 hartree/bohr. Its net charge is 0. The molar mass comes out at 751.719 g mol⁻¹. Its HOMO energy is -8.71 eV. As for the SMILES: CC(=O)N(C(C)=O)[C@@](C#N)(Cc1cccc(C)c1)[C@@](C#N)(CC(=O)I)C[C@H](C)F.CC(C)O.CC(C)O.CC(C)O.CC(C)O. Its electronic energy is -64731.9632 eV. As for the multiplicity: 1. The calculation puts the LUMO energy at 0.05 eV. The HOMO-LUMO gap comes out at 8.766 eV.

---

Molecular formula: C6H12O
Method: DFT, ωB97M-V with the def2-TZVPD basis set

```
19
Properties=species:S:1:pos:R:3:forces:R:3
H 0.350036 2.165402 -1.498232 -0.035 -0.133 0.103
H -1.628790 -0.954215 -0.609809 0.143 0.105 0.070
H 0.849664 2.272282 2.494202 -0.008 -0.134 -0.152
C -0.661242 0.879412 -0.068003 -0.107 -0.023 -0.169
C 0.173106 -2.120560 -0.786366 0.057 0.008 -0.001
H -0.988144 0.702557 2.026421 0.132 -0.070 -0.079
C -0.780519 -1.269225 0.014298 0.039 -0.486 0.009
H -1.666066 1.298581 -0.185645 0.121 -0.213 0.056
C -0.148075 0.671520 1.309569 -0.218 0.437 -0.029
C 0.882532 1.606999 1.634192 0.660 1.108 0.518
H -0.174303 0.613930 -2.132700 0.053 0.061 0.119
C 0.247648 1.103649 -1.244648 0.019 -0.141 0.052
H -1.199423 -1.767694 0.886683 0.020 0.089 -0.130
H 1.745263 1.669247 0.979560 -0.119 -0.030 0.083
H 0.918683 -2.588556 -0.140777 -0.106 0.071 -0.078
H -0.379473 -2.904014 -1.322235 0.060 0.111 0.074
H 0.704796 -1.530420 -1.540015 -0.082 -0.075 0.110
O 0.514719 -0.530141 1.244200 -0.493 -0.781 -0.520
H 1.239589 0.681246 -1.060696 -0.135 0.097 -0.038
```
Positions in Å, forces in eV/Å.

The energy above the lowest of the compared OMol25 structures with the same formula, charge and spin comes out at 152.55 kcal per mole. For the strongest force on any atom, the calculation gives 0.0270 hartree/bohr. Its net charge is 0. The molar mass comes out at 100.161 g mol⁻¹. Its HOMO energy (spin up / spin down) is -8.06 / -7.93 eV. Its electronic energy is -8457.7389 eV. As for the multiplicity: 1. The calculation puts the LUMO energy (spin up / spin down) at -0.18 / 0.35 eV. The HOMO-LUMO gap (spin up / spin down) comes out at 7.886 / 8.275 eV.

---

Molecular formula: C26H23FN2O4S
Method: DFT, ωB97M-V with the def2-TZVPD basis set

```
57
Properties=species:S:1:pos:R:3:forces:R:3
C -0.400758 3.992789 -2.293045 -0.001 0.053 -0.057
H -2.563889 2.521452 1.714834 0.054 0.093 0.002
F 2.194299 2.455624 -4.073699 0.014 -0.063 0.083
C -3.288506 -0.774092 1.527199 0.058 0.125 -0.060
S 2.538044 -0.983117 1.246695 0.247 -0.502 0.199
C -0.007945 3.069949 -1.343962 -0.103 -0.061 0.129
H -0.065040 -3.490307 -1.769803 0.038 0.040 -0.116
O 2.348634 -2.054901 2.194258 -0.216 -0.102 -0.139
C -2.538007 0.397749 1.453801 -0.302 -0.034 0.182
H -2.942272 1.429259 -0.944956 -0.059 -0.043 -0.007
C 2.356564 1.433578 -3.207819 0.037 -0.144 0.107
H 2.097082 -2.508977 -0.506703 -0.055 -0.110 -0.013
C -2.231911 2.156454 -1.309054 0.121 -0.042 0.031
H 0.492037 0.538564 -3.738272 -0.094 0.034 -0.075
H -1.280265 -1.137726 3.253876 0.175 -0.076 -0.144
H -6.239917 0.509237 2.551235 -0.087 0.002 0.028
H -4.926431 2.594695 2.415391 -0.036 0.082 0.024
H 4.530161 0.297143 -0.909200 0.121 0.025 0.059
C 1.548493 -0.574662 -2.229639 0.301 -0.090 -0.093
C 2.831108 -1.715671 -0.411001 -0.358 0.511 0.812
H 3.837347 -2.123867 -0.352470 0.074 -0.052 0.150
C -0.623348 -2.825576 2.103456 -0.096 0.302 0.295
H 1.006839 3.040213 -0.979466 0.120 0.023 0.003
C 3.499679 1.385510 -2.430942 -0.122 0.146 -0.138
H -0.802245 -5.089406 -1.627836 0.000 -0.094 -0.071
C 0.992572 -0.123077 1.040981 0.243 -0.022 -0.152
H -3.638660 3.087926 -2.616308 -0.073 -0.003 -0.035
H -5.185423 -1.645421 1.972475 -0.050 -0.073 0.006
H -2.017491 4.727002 -3.491891 -0.023 0.059 -0.060
C -0.412645 -1.413511 2.647948 -0.077 -0.619 0.480
C -0.921020 2.145406 -0.837538 -0.166 0.334 -0.271
C -2.620066 3.086282 -2.255900 -0.097 0.040 -0.063
O -0.164790 -2.940666 0.860493 0.029 0.102 -0.416
H 4.241185 2.163553 -2.519182 0.069 0.086 -0.034
C 1.375521 0.463715 -3.124660 0.059 0.122 -0.097
O -1.137596 -3.703897 2.737392 -0.006 -0.026 0.163
H 0.474087 -1.471293 3.287814 -0.281 0.056 -0.065
C 2.686777 -0.650136 -1.433653 0.184 0.127 -0.653
H -2.841354 -1.719481 1.256942 0.023 -0.092 -0.040
N -0.194459 -0.439586 1.620355 0.074 0.229 -0.104
N 0.867039 0.820523 0.150246 0.209 0.303 0.185
C -1.138229 0.379624 1.045234 0.403 0.259 -0.327
C -5.205750 0.478482 2.243175 -0.033 -0.017 -0.013
H 0.780794 -1.329269 -2.141748 -0.109 -0.079 0.045
C -0.450934 1.160679 0.124594 0.040 -0.691 0.559
C 3.659108 0.338238 -1.543587 -0.147 -0.176 -0.117
C -4.467950 1.649497 2.166288 -0.050 0.066 -0.001
H 0.779538 -4.658944 0.274096 -0.104 0.051 0.060
C -3.143711 1.612767 1.775216 0.087 -0.127 0.047
C -0.229953 -4.236335 0.249467 -0.225 -0.518 -0.129
H 0.315082 4.700136 -2.683957 0.071 0.061 -0.028
C -1.709273 4.005999 -2.749299 -0.032 0.046 -0.053
C -4.614230 -0.730663 1.919912 -0.090 -0.077 0.041
O 3.572756 -0.035256 1.536434 -0.023 0.282 -0.368
H -1.724962 -3.647504 -1.186405 -0.090 0.022 -0.027
C -0.737998 -4.103836 -1.175862 0.162 0.160 0.398
H -0.892439 -4.869390 0.848337 0.196 0.094 -0.121
```
Positions in Å, forces in eV/Å.

The energy above the lowest of the compared OMol25 structures with the same formula, charge and spin comes out at 3.92 kcal per mole. For the strongest force on any atom, the calculation gives 0.0199 hartree/bohr. Its net charge is 0. The molar mass comes out at 478.545 g mol⁻¹. Its HOMO energy is -8.25 eV. As for the SMILES: CCOC(=O)Cn1c(S(=O)(=O)Cc2ccc(F)cc2)nc(-c2ccccc2)c1-c1ccccc1. Its electronic energy is -52058.5879 eV. As for the multiplicity: 1. The calculation puts the LUMO energy at 0.43 eV. The HOMO-LUMO gap comes out at 8.683 eV.

---

Molecular formula: C10H10O4P
Method: DFT, ωB97M-V with the def2-TZVPD basis set

```
25
Properties=species:S:1:pos:R:3:forces:R:3
C -4.322662 0.453204 -0.516799 1.064 -0.096 0.242
H 3.891459 -2.356099 -0.588456 -0.250 0.228 -0.361
H -4.915184 0.253132 -1.381565 -0.145 0.148 -0.794
H -0.525972 0.366955 2.694427 0.458 0.482 0.445
O -3.028320 1.071684 -0.910876 -0.085 -1.181 0.458
C 2.789336 1.298329 0.097966 -0.479 -0.283 -0.824
C 3.514184 -1.335959 -0.523499 0.439 0.245 0.759
O -0.597289 0.003496 -1.145786 0.398 0.173 0.224
C 3.989725 1.101719 -0.546366 -1.696 -2.920 0.368
H -4.585253 -1.583401 0.092984 -2.195 -2.191 -0.356
C 0.619649 0.306536 0.923802 -0.658 1.412 0.918
C -0.496260 0.505175 1.628924 1.028 -1.524 -1.400
H -3.749987 -0.634195 1.319292 -0.381 -0.370 -2.004
H 1.619536 -1.740333 0.603324 -0.792 -2.383 0.133
C 4.392870 -0.255532 -0.868560 -0.574 1.607 0.508
C -3.915966 -0.828304 0.177858 0.642 1.465 3.258
H 5.420074 -0.266768 -1.349095 -1.528 -0.969 0.541
O -2.694400 -1.287675 -0.371875 0.403 -0.388 -0.286
H -4.870155 1.052149 0.194209 0.066 0.605 -0.071
C 1.881808 0.233059 0.419160 0.895 -0.401 -0.270
H 2.449402 2.295711 0.178994 -0.350 0.927 0.470
H 4.468373 1.962906 -0.892044 1.230 0.904 -0.340
O -1.734814 0.458430 1.094325 0.504 0.554 0.441
C 2.279534 -1.105481 0.127934 2.783 2.216 -0.893
P -1.879679 0.031263 -0.458276 -0.777 1.739 -1.167
```
Positions in Å, forces in eV/Å.

For the strongest force on any atom, the calculation gives 0.0713 hartree/bohr. Its net charge is +1. The molar mass comes out at 225.160 g mol⁻¹. Its HOMO energy is -13.89 eV. Its electronic energy is -28002.9645 eV. As for the multiplicity: 1. The calculation puts the LUMO energy at -5.91 eV. The HOMO-LUMO gap comes out at 7.987 eV.

---

Molecular formula: C8H13P
Method: DFT, ωB97M-V with the def2-TZVPD basis set

```
22
Properties=species:S:1:pos:R:3:forces:R:3
C 1.385359 -0.966679 -0.886595 -2.355 -3.120 -2.988
H -0.621342 2.424350 0.820616 0.650 0.134 -0.736
H -0.421467 -0.126783 1.868398 0.350 -0.392 -0.443
C 0.773001 0.839274 0.437860 -1.626 0.247 1.044
C 0.491229 -1.537765 0.235303 0.879 2.104 -0.422
H 3.285325 -0.405086 0.177332 -0.804 0.301 -0.524
H -3.371661 -1.042697 1.671506 0.023 0.293 1.062
C -3.684346 -0.306752 0.963010 -0.765 -1.970 -0.281
H -0.455439 -1.894308 -0.110402 -0.509 -0.524 -0.787
C 0.451215 2.192828 1.006798 -1.382 -0.359 1.180
H 1.093657 2.957852 0.580515 -0.019 0.317 0.613
H 0.324386 2.125735 2.150619 1.244 0.384 -1.554
H 1.270836 1.143840 -1.632822 -0.188 0.923 -1.388
P -3.281860 -0.440783 -0.657810 1.891 2.526 -1.959
H 1.151501 -1.587884 -1.847619 0.788 1.671 1.329
H 1.033173 -2.378395 0.632611 0.029 -0.096 1.213
H 3.341237 -0.348299 -1.600450 0.092 0.061 -0.677
H -3.162300 -1.226981 -1.855247 -0.964 -1.127 1.034
C 1.422601 0.513803 -0.818273 1.218 -0.365 0.072
H -3.899688 0.607464 -1.329690 -0.179 0.289 0.132
C 2.686486 -0.312950 -0.758880 1.331 -0.164 1.952
C 0.188091 -0.229776 0.953213 0.296 -1.132 2.128
```
Positions in Å, forces in eV/Å.

The energy above the lowest of the compared OMol25 structures with the same formula, charge and spin comes out at 53.07 kcal per mole. For the strongest force on any atom, the calculation gives 0.0957 hartree/bohr. Its net charge is 0. The molar mass comes out at 140.166 g mol⁻¹. Its HOMO energy (spin up / spin down) is -6.97 / -8.33 eV. Its electronic energy is -17787.3302 eV. As for the multiplicity: 3. The calculation puts the LUMO energy (spin up / spin down) at 0.80 / -1.86 eV. The HOMO-LUMO gap (spin up / spin down) comes out at 7.769 / 6.465 eV.